The following is a DFT calculation (ωB97M-V/def2-TZVPD) of a 3-piece molecular cluster, C33H68N6O11S overall at a distorted geometry.

## Properties
orbital gap	8.276	eV
SMILES string	CCOCCOCO[C@@H](CCOC=O)[C@](CCCN)(COC(C)=O)N(O)CCCCCCCSc1nnco1.COC[C@@H](C)N.COC[C@@H](C)N
energy	-77599.67294	eV

Last columns: bonded neighbours and bond lengths (Å).
CARTESIAN COORDINATES (ANGSTROEM)
1 O 2.8432 -2.3002 0.8714  C10 1.472, C27 1.489
2 C -4.1077 1.8778 2.5454  C15 1.673, H16 1.194, N31 1.515, H101 1.174
3 C -6.5822 0.2166 -6.1950  O23 1.471, H26 1.174, C66 1.670, H67 1.193
4 H -2.2903 3.0115 -1.9258  C32 1.170
5 C -7.0492 4.8148 -5.8032  H30 1.187, H69 1.181, H87 1.185, C117 1.669
6 H -7.7615 2.0719 -5.4228  C66 1.171
7 H -5.9959 -2.1030 0.0301  C55 1.194
8 H -5.8031 2.1781 -5.2320  C66 1.192
9 H -6.4667 -0.4744 -1.5934  C56 1.191
10 C 2.8809 -2.3450 2.3426  O1 1.472, H11 1.172, N53 1.523
11 H 2.2700 -2.9678 3.1254  C10 1.172
12 C 7.0134 -4.4134 6.4563  H14 1.096, H72 1.094, C85 1.528, H103 1.092
13 H 6.4822 -0.7496 8.6151  C25 1.093
14 H 8.0433 -4.0527 6.3544  C12 1.096
15 C -3.3147 1.3631 1.1653  C2 1.673, H47 1.195, H65 1.170, C109 1.647
16 H -4.1376 0.9101 3.2434  C2 1.194
17 O -3.4919 -5.5898 -2.0045  C49 1.356
18 H 7.8161 0.9419 4.4527  C113 1.094
19 H 2.8646 -2.0322 -2.2836  C92 1.191
20 O -6.5479 2.6493 -7.1798  C66 1.499, C117 1.499
21 C 6.2991 -2.0846 5.6271  O50 1.430, H52 1.097, C85 1.547, H108 1.096
22 H 0.8852 -0.7081 -4.0659  C83 1.188
23 O -5.5570 -0.3557 -5.3094  C3 1.471, C42 1.501
24 H 6.4281 -2.5040 8.4865  C25 1.092
25 C 6.6700 -1.5893 7.9416  H13 1.093, H24 1.092, O50 1.420, H58 1.095
26 H -7.6160 -0.3396 -6.1664  C3 1.174
27 C 3.9295 -1.3216 0.5899  O1 1.489, S45 1.887, N73 1.544
28 H -5.8159 1.8570 -0.4437  C38 1.194
29 C -4.3150 0.3140 -1.1957  C38 1.638, C56 1.673, N68 1.505, C109 1.674
30 H -6.8057 5.9750 -5.7463  C5 1.187
31 N -3.3221 2.9200 3.3142  C2 1.515, H35 1.044, H37 1.043
32 C -1.9235 2.4071 -2.8579  H4 1.170, C57 1.673, C100 1.672, H112 1.171
33 H -5.2632 -3.8094 -2.7193  C89 1.177
34 H -4.9297 3.9470 -6.3547  C117 1.184
35 H -3.9128 3.4705 3.9753  N31 1.044
36 H 2.3245 0.4000 -4.7539  C83 1.183
37 H -2.7300 3.5204 2.6995  N31 1.043
38 C -5.0796 1.7517 -1.3775  H28 1.194, C29 1.638, O48 1.468, H98 1.194
39 H 11.7843 0.9649 6.0227  C86 1.097
40 H -4.1727 -2.5124 -0.5364  C55 1.170
41 N 9.7904 -0.8428 5.2715  H44 1.022, H104 1.024, C106 1.470
42 C -6.1853 -0.9575 -4.0861  O23 1.501, H84 1.168, O95 1.465, H118 1.185
43 H -6.9735 -3.5976 -1.8887  C89 1.175
44 H 10.3472 -1.1584 6.0688  N41 1.022
45 S 4.6101 -0.6956 -1.0547  C27 1.887, C92 1.873
46 H -5.1667 -0.0833 0.9909  C109 1.192
47 H -2.2727 0.9434 1.5716  C15 1.195
48 O -5.9185 1.8769 -2.5757  C38 1.468, C110 1.470
49 C -4.7719 -5.7968 -1.6068  O17 1.356, O60 1.487, H70 1.187
50 O 5.8143 -1.4557 6.8167  C21 1.430, C25 1.420
51 N 4.6763 -3.9556 5.9244  C85 1.470, H96 1.022, H119 1.024
52 H 5.7377 -1.6266 4.8032  C21 1.097
53 N 3.8878 -1.4263 3.0211  C10 1.523, N73 1.409
54 H -0.3901 0.9805 -1.9578  C100 1.179
55 C -5.2601 -2.2712 -0.8948  H7 1.194, H40 1.170, C56 1.673, C89 1.639
56 C -5.3552 -0.8566 -1.7830  H9 1.191, C29 1.673, C55 1.673, O95 1.466
57 C -2.7491 0.9677 -3.0706  C32 1.673, H62 1.170, N68 1.504, H94 1.194
58 H 7.7282 -1.5787 7.6604  C25 1.095
59 H 0.2547 2.8081 -2.1091  C100 1.170
60 O -5.5217 -4.7729 -0.8322  C49 1.487, C89 1.501
61 H 11.2537 2.2626 4.9662  C86 1.096
62 H -3.7139 1.0953 -3.7202  C57 1.170
63 H 10.9235 0.4487 2.3070  C81 1.092
64 H -9.5088 2.0575 -1.5850  C115 1.188
65 H -3.0388 2.2443 0.4472  C15 1.170
66 C -6.7229 1.8576 -5.9189  C3 1.670, H6 1.171, H8 1.192, O20 1.499
67 H -6.1461 0.1341 -7.3022  C3 1.193
68 N -2.9250 0.2360 -1.7685  C29 1.505, C57 1.504, O91 1.339
69 H -7.0251 4.3804 -4.7048  C5 1.181
70 H -5.3496 -6.8153 -1.8038  C49 1.187
71 H 8.9756 2.1837 3.9649  C113 1.096
72 H 7.0017 -5.4683 6.1655  C12 1.094
73 N 4.5219 -0.8136 1.9218  C27 1.544, N53 1.409
74 O -7.4200 3.7293 -2.1583  C110 1.362
75 H 12.6272 0.8543 2.1328  C81 1.093
76 H -0.3331 1.2788 -4.8794  C90 1.194
77 H 3.9091 -1.0548 -3.5268  C92 1.178
78 H 1.4300 -0.1832 -1.6686  C79 1.193
79 C 2.2370 0.1890 -2.4647  H78 1.193, H82 1.176, C83 1.640, C92 1.661
80 H 8.9921 0.5840 3.2003  C113 1.092
81 C 11.7408 1.0220 2.7493  H63 1.092, H75 1.093, O97 1.420, H114 1.095
82 H 2.6477 1.2594 -2.2047  C79 1.176
83 C 1.4903 0.3035 -3.9202  H22 1.188, H36 1.183, C79 1.640, C90 1.668
84 H -6.9989 -0.2193 -3.6886  C42 1.168
85 C 6.0613 -3.6118 5.5703  C12 1.528, C21 1.547, N51 1.470, H105 1.097
86 C 11.2474 1.1736 5.0889  H39 1.097, H61 1.096, O97 1.430, C106 1.547
87 H -8.1328 4.6024 -6.2327  C5 1.185
88 H -3.4712 -0.8573 0.6978  C109 1.194
89 C -5.8130 -3.5856 -1.7026  H33 1.177, H43 1.175, C55 1.639, O60 1.501
90 C 0.4480 1.6002 -4.0359  H76 1.194, C83 1.668, C100 1.639, H102 1.176
91 O -2.4018 -0.9970 -1.7600  N68 1.339, H99 1.001
92 C 3.4092 -0.9880 -2.4622  H19 1.191, S45 1.873, H77 1.178, C79 1.661
93 H -5.8944 4.6986 -7.7910  C117 1.191
94 H -2.0049 0.3078 -3.7317  C57 1.194
95 O -5.0787 -1.2451 -3.1696  C42 1.465, C56 1.466
96 H 4.0464 -3.4990 5.2611  N51 1.022
97 O 12.0139 0.5444 4.0581  C81 1.420, C86 1.430
98 H -4.3469 2.6889 -1.2802  C38 1.194
99 H -2.5404 -1.4878 -2.6218  O91 1.001
100 C -0.3321 1.9434 -2.6357  C32 1.672, H54 1.179, H59 1.170, C90 1.639
101 H -5.2276 2.1657 2.3406  C2 1.174
102 H 1.0591 2.4938 -4.4954  C90 1.176
103 H 6.7408 -4.3753 7.5135  C12 1.092
104 H 10.3230 -1.1724 4.4611  N41 1.024
105 H 6.2392 -3.9310 4.5362  C85 1.097
106 C 9.8084 0.6269 5.2380  N41 1.470, C86 1.547, C113 1.528, H116 1.097
107 H -8.4751 0.4755 -1.4989  C115 1.179
108 H 7.3528 -1.8348 5.4588  C21 1.096
109 C -4.1206 0.1151 0.4551  C15 1.647, C29 1.674, H46 1.192, H88 1.194
110 C -7.2665 2.3815 -2.2754  O48 1.470, O74 1.362, C115 1.652
111 H -9.0686 1.1222 -3.1789  C115 1.194
112 H -1.9554 3.0956 -3.8048  C32 1.171
113 C 8.8535 1.1100 4.1476  H18 1.094, H71 1.096, H80 1.092, C106 1.528
114 H 11.5083 2.0919 2.7391  C81 1.095
115 C -8.6314 1.4644 -2.1223  H64 1.188, H107 1.179, C110 1.652, H111 1.194
116 H 9.4173 0.9957 6.1941  C106 1.097
117 C -6.0126 4.0053 -6.8298  C5 1.669, O20 1.499, H34 1.184, H93 1.191
118 H -6.6129 -2.0020 -4.4463  C42 1.185
119 H 4.4655 -3.4927 6.8135  N51 1.024